# 1
Entry from OMol25: the molecule C2H3NOS (the ωB97M-V functional and the def2-TZVPD basis).

Element x y z (Å)
C1 2.38007 -1.14258 0.01584
C2 -0.85261 0.00450 0.24902
H1 3.41507 -1.46050 0.18905
H2 2.53778 -0.94964 -1.10723
H3 -1.08956 -0.69396 1.03793
N1 1.38011 -0.82646 0.91350
O1 0.63383 0.14520 0.11756
S1 -1.79746 0.90976 -0.56524

The structure (SMILES) is C=NOC=S. The net charge is 0. The energy above the lowest of the compared OMol25 structures with the same formula, charge and spin comes out at 4.124 eV. The HOMO energy comes out at -9.369 eV. The LUMO energy comes out at -0.006 Eh.

# 2
Entry from OMol25: a cluster of 6 separate species, H12O6 in total (the ωB97M-V functional and the def2-TZVPD basis).

Element x y z (Å)
O1 1.76304 1.76040 -0.47547
H1 0.78799 1.76928 -0.53691
H2 2.01754 2.24491 -1.26090
O2 -0.00118 -1.52934 -1.09772
H3 0.85898 -1.91049 -1.19158
H4 -0.14433 -1.61590 -0.14339
O3 1.97948 -0.55997 1.00937
H5 2.89516 -0.62527 0.86162
H6 1.69235 0.16633 0.40302
O4 -2.49108 -0.00136 -2.07445
H7 -3.40740 -0.22995 -1.84961
H8 -1.98359 -0.78776 -1.87070
O5 -0.35255 -0.76618 2.38678
H9 0.51726 -0.59818 1.98300
H10 -0.26943 -0.80029 3.34276
O6 -0.89253 1.17254 0.15746
H11 -0.93658 0.67214 0.99388
H12 -1.74441 1.10744 -0.29045

The structure (SMILES) is O.O.O.O.O.O. The net charge is 0. The energy above the lowest of the compared OMol25 structures with the same formula, charge and spin comes out at 0.673 eV. The HOMO energy comes out at -11.038 eV. The LUMO energy comes out at 0.024 Eh.

# 3
Entry from OMol25: a cluster of 2 separate species, C5H14 in total (the ωB97M-V functional and the def2-TZVPD basis).

Element x y z (Å)
C1 -1.74321 -0.43012 -0.53969
C2 -1.23256 0.07723 -1.95592
C3 -2.18246 0.52243 0.50264
H1 -2.62160 -1.00582 -0.80365
H2 -0.88127 -0.94355 -0.20643
H3 -1.65592 1.11881 -2.01972
H4 -1.24608 0.81756 0.91885
H5 -2.62463 1.47404 -0.17470
H6 -2.79175 0.13465 1.27859
H7 -0.12448 0.10070 -1.85460
H8 -1.45468 -0.63557 -2.77102
C4 2.22326 -0.86933 0.65529
C5 2.35723 0.50027 1.28107
H9 2.53439 -0.72936 -0.41075
H10 2.96454 -1.49079 0.96952
H11 1.20920 -1.19764 0.87150
H12 1.80459 1.24899 0.92429
H13 3.28113 0.91948 0.99497
H14 2.18428 0.38803 2.33973

The structure (SMILES) is CCC.CC. The net charge is 0. The energy above the lowest of the compared OMol25 structures with the same formula, charge and spin comes out at 1.892 eV. The HOMO energy comes out at -10.649 eV. The LUMO energy comes out at 0.041 Eh.

# 4
Entry from OMol25: a cluster of 2 separate species, C3H4NP in total (the ωB97M-V functional and the def2-TZVPD basis).

Element x y z (Å)
C1 0.21944 -0.04812 3.16523
C2 0.39189 0.29316 -1.94891
C3 -0.51782 -0.36959 -1.20423
N1 0.47449 -1.08347 3.62069
P1 -0.30591 1.38668 2.47376
H1 0.42753 0.20345 -3.02657
H2 1.19395 0.90034 -1.49854
H3 -0.52398 -0.21330 -0.06138
H4 -1.35961 -1.06915 -1.52004

The net charge is 0. The energy above the lowest of the compared OMol25 structures with the same formula, charge and spin comes out at 0.000 eV. The HOMO energy (alpha / beta) comes out at -9.744 / -10.279 eV. As for the multiplicity: 3. The LUMO energy (alpha / beta) comes out at 0.040 / -0.080 Eh.

# 5
Entry from OMol25: the molecule C6H7N (the ωB97M-V functional and the def2-TZVPD basis).

Element x y z (Å)
C1 -0.68194 0.15209 0.35410
C2 0.14338 1.29587 0.10721
C3 -1.94736 -0.03691 0.22112
C4 2.18543 0.06299 0.48399
C5 -3.16571 -0.28337 -0.09241
C6 2.68111 -1.01222 -0.10128
N1 1.47920 1.11355 0.06103
H1 -0.09476 -0.83830 0.77238
H2 -0.36424 2.25686 -0.29065
H3 -4.17689 -0.33206 0.55136
H4 -3.44204 -0.78128 -1.01173
H5 3.17474 -1.76970 0.51610
H6 2.46364 -1.24122 -1.18362
H7 2.10195 1.95687 -0.06062

The net charge is 0. The energy above the lowest of the compared OMol25 structures with the same formula, charge and spin comes out at 6.151 eV. The HOMO energy (alpha / beta) comes out at -6.878 / -7.322 eV. The LUMO energy (alpha / beta) comes out at 0.010 / 0.012 Eh.

# 6
Entry from OMol25: the molecule C12H22NO4P (the ωB97M-V functional and the def2-TZVPD basis).

Element x y z (Å)
N1 -0.61559 -2.64400 3.09676
O1 2.68712 -3.24395 0.31843
O2 -1.37348 -1.69913 -0.93974
C1 -0.16834 -2.68003 2.02928
O3 0.93153 -0.77004 -1.34516
O4 -0.43831 0.08468 0.68626
C2 1.91127 -2.46219 0.88112
C3 2.49022 -1.39129 1.83147
C4 3.18114 1.12998 -3.19808
C5 -3.68120 2.63732 3.35781
C6 0.40751 0.20858 -2.26821
C7 -1.82851 0.18898 1.03890
C8 2.44765 -0.06815 -3.84248
C9 -3.48662 1.55807 2.31264
C10 0.94569 -0.00954 -3.69414
C11 -1.99615 1.30713 2.03652
C12 0.43561 -2.63476 0.71935
P1 -0.14446 -1.25901 -0.23581
H1 2.24177 -0.39869 1.45333
H2 2.16881 -1.51644 2.89024
H3 3.61726 -1.42462 1.79814
H4 4.22874 1.05632 -3.47426
H5 3.07756 1.14179 -2.11215
H6 2.81776 2.08605 -3.60911
H7 -4.74576 2.85480 3.49533
H8 -3.28796 2.33042 4.35799
H9 -3.10583 3.52925 3.10483
H10 0.72461 1.19652 -1.91652
H11 -0.66529 0.21232 -2.29566
H12 -2.47713 0.39736 0.18109
H13 -2.24486 -0.72972 1.48851
H14 2.88932 -0.98449 -3.45967
H15 2.67406 -0.07860 -4.91883
H16 -4.00498 0.61154 2.60540
H17 -3.92833 1.87269 1.35273
H18 0.55891 0.77521 -4.32456
H19 0.56026 -0.93539 -4.09047
H20 -1.42973 1.04689 2.97352
H21 -1.56871 2.23822 1.59087
H22 0.19442 -3.53411 0.12431

The structure (SMILES) is CCCCOP(=O)(OCCCC)[C@H](C#N)C(C)=O. The net charge is 0. The energy above the lowest of the compared OMol25 structures with the same formula, charge and spin comes out at 1.556 eV. The HOMO energy comes out at -10.370 eV. The LUMO energy comes out at 0.015 Eh.